{
  "formula": "C4H25NO12",
  "method": "the ωB97M-V functional and the def2-TZVPD basis",
  "charge": -2,
  "energy_ev": -30615.2984,
  "elements": ["C", "C", "C", "O", "N", "C", "O", "O", "H", "H", "H", "H", "H", "H", "H", "H", "H", "O", "H", "H", "O", "H", "H", "O", "H", "H", "O", "H", "H", "O", "H", "H", "O", "H", "H", "O", "H", "H", "O", "H", "H", "O"],
  "coordinates": [[0.4081, 1.1010, 0.9130], [0.6406, 2.6325, 0.7800], [0.1521, 3.3539, -0.4583], [0.0678, 4.5688, -0.4555], [1.0577, 0.6913, 2.1615], [1.7199, -0.6394, 1.9884], [1.6946, -1.4728, 2.9433], [2.1861, -0.8125, 0.8642], [0.7603, 0.4927, 0.0562], [-0.7076, 0.9307, 0.8560], [1.7217, 2.8997, 0.8507], [0.1946, 3.1118, 1.6795], [1.3358, 1.6590, -3.3995], [-0.0689, 2.7872, -1.3711], [0.3708, 0.7280, 2.9003], [-3.1557, -0.0753, 0.1743], [-3.5782, -1.2070, 1.2345], [-2.8742, -0.9346, 0.6448], [2.8824, 0.2474, -1.0958], [4.0141, 0.4430, -0.2462], [3.7044, 0.7662, -1.1077], [-4.0124, -0.9209, -1.4188], [-2.8078, -1.4339, -2.0426], [-3.7436, -1.6828, -1.9678], [-0.3672, -0.6637, -1.1364], [-1.0777, -1.7093, -0.1878], [-0.4471, -1.6167, -0.9181], [-1.4539, 0.7343, -2.4357], [-1.9243, 1.0464, -1.1130], [-1.0220, 1.0322, -1.6203], [-0.1915, -1.3844, -3.9677], [-0.0636, -1.8857, -2.5177], [0.0784, -2.1579, -3.4599], [2.0408, 1.6263, -3.1556], [-3.4110, 1.9141, -0.1382], [-3.4203, 1.1889, -0.7745], [2.6473, -2.4586, 0.0351], [1.3104, -2.2811, -0.4891], [2.1364, -2.7347, -0.7590], [-1.2146, -1.9510, 2.9072], [0.2024, -1.5591, 3.6000], [-0.7941, -1.5677, 3.6866]],
  "forces_ev_per_a": [[-0.7, 1.1, -0.7], [0.1, -0.2, 0.1], [0.4, 0.5, 0.5], [-0.2, 0.0, -0.1], [0.1, -1.7, -0.9], [-1.5, 0.5, 1.3], [0.4, 1.0, -0.2], [1.2, 0.1, -0.2], [0.3, 0.9, 0.8], [0.9, 0.0, 0.7], [-0.5, -0.5, -0.1], [0.1, -0.1, -0.6], [0.1, 0.0, 0.1], [0.1, 0.0, 0.2], [0.2, -0.5, 0.3], [0.0, 0.0, 0.1], [-0.1, 0.1, 0.0], [0.3, 0.0, 0.2], [-0.1, 0.1, -0.3], [0.2, 0.3, -0.1], [-0.2, -0.5, 0.5], [-0.3, -0.3, -0.2], [-0.1, -0.6, -0.1], [0.2, 0.9, -0.1], [-0.5, 0.0, 0.6], [-0.2, 0.4, -0.2], [0.2, 0.1, 0.1], [0.5, 0.2, -0.3], [-0.2, 0.6, 0.2], [-0.7, -1.0, -0.7], [0.1, -0.1, 0.0], [0.1, -0.8, -0.7], [-0.2, 0.5, 0.1], [-0.1, 0.0, 0.0], [-0.1, 0.0, -0.1], [0.2, -0.3, 0.4], [-0.2, -0.2, -0.8], [0.2, -0.4, -0.7], [0.1, -0.1, 0.9], [0.6, 0.2, 0.0], [-0.5, -0.2, -0.7], [-0.5, 0.0, 0.7]],
  "lowdin_charge": [-0.234, -0.138, -0.259, -0.022, 0.049, -0.676, -0.073, -0.069, 0.086, 0.117, 0.123, 0.114, 0.032, 0.082, 0.093, -0.026, 0.026, -0.126, 0.009, 0.025, -0.114, 0.001, 0.005, -0.095, 0.022, 0.054, -0.080, 0.047, -0.007, -0.176, 0.009, -0.017, -0.094, 0.031, -0.047, -0.393, 0.015, -0.014, -0.132, 0.007, -0.021, -0.132]
}


{
  "formula": "C10H12O2S",
  "method": "the ωB97M-V functional and the def2-TZVPD basis",
  "charge": 0,
  "smiles": "C[C@@]1(c2ccccc2)CCS1(=O)=O",
  "energy_ev": -25491.7373,
  "elements": ["C", "C", "C", "C", "C", "C", "C", "C", "C", "C", "S", "O", "O", "H", "H", "H", "H", "H", "H", "H", "H", "H", "H", "H", "H"],
  "coordinates": [[0.0144, -2.1574, 0.2477], [0.2530, -0.8510, -0.3495], [-0.3171, 0.3076, 0.4011], [-1.6854, 0.3668, 0.5988], [-2.3202, 1.3304, 1.4065], [-1.5895, 2.4988, 1.7679], [-0.1991, 2.5271, 1.5705], [0.4025, 1.3970, 0.8617], [1.4573, -0.6714, -1.2357], [0.9688, -0.4352, -2.6680], [-0.7958, -0.7991, -2.1756], [-1.6697, 0.3291, -2.3512], [-1.3184, -2.0128, -2.7241], [0.1319, -2.9300, -0.3881], [-1.0619, -2.0615, 0.6537], [0.6819, -2.3971, 1.1081], [-2.1697, -0.4920, 0.3777], [-3.4152, 1.3971, 1.6171], [-1.8877, 3.1788, 2.5614], [0.3667, 3.4595, 1.8518], [1.4356, 1.3527, 0.9393], [2.0262, -1.4831, -1.2253], [1.9218, 0.2468, -0.9934], [0.8314, 0.5840, -3.1450], [1.3178, -1.2745, -3.3548]],
  "forces_ev_per_a": [[-1.8, 1.4, 4.1], [-1.8, 1.0, -2.4], [0.4, 1.5, 0.2], [0.0, 2.0, 2.5], [0.2, 1.6, -1.0], [1.6, -1.4, 1.2], [-0.2, -1.1, -1.8], [-1.4, 1.9, 1.6], [-2.1, 3.9, -0.5], [-2.0, -1.1, -1.5], [0.7, 0.4, 0.6], [0.3, 0.8, 0.3], [0.3, -1.4, 0.1], [0.0, -2.6, -2.4], [1.7, -1.0, -0.5], [-0.4, 0.5, -0.3], [-2.1, -2.3, -1.1], [1.1, -0.8, -0.3], [-0.9, 0.3, -0.6], [-0.3, -1.5, -0.1], [2.0, 0.0, -0.5], [2.8, -3.2, 0.3], [1.3, 0.6, 0.8], [1.1, -1.1, 0.7], [-0.4, 1.5, 0.5]],
  "lowdin_charge": [-0.045, -0.373, -0.225, -0.062, -0.037, -0.100, -0.053, -0.014, -0.184, -0.164, 0.725, -0.320, -0.324, 0.045, 0.124, 0.117, 0.070, 0.117, 0.095, 0.114, 0.080, 0.076, 0.101, 0.118, 0.118]
}


{
  "formula": "C10H10N2",
  "method": "the ωB97M-V functional and the def2-TZVPD basis",
  "charge": 0,
  "smiles": "c1ccncc1.c1ccncc1",
  "energy_ev": -13508.5328,
  "elements": ["C", "C", "C", "N", "C", "C", "H", "H", "H", "H", "H", "C", "C", "C", "N", "C", "C", "H", "H", "H", "H", "H"],
  "coordinates": [[-1.2308, 0.6552, -1.9244], [-1.4319, -0.4381, -2.8740], [-0.5124, -1.3916, -3.1130], [0.6824, -1.3186, -2.5339], [0.8197, -0.3125, -1.7322], [0.0283, 0.7818, -1.4955], [-1.9841, 1.4311, -1.7268], [-2.5775, -0.5134, -3.0546], [-0.5607, -2.3115, -3.7536], [1.6690, -0.3777, -1.1896], [0.4411, 1.7557, -0.9620], [0.6762, -0.8834, 2.5215], [1.3016, -0.3917, 1.3481], [1.1004, 0.8975, 1.0816], [0.3014, 1.7524, 1.9145], [-0.3802, 1.2585, 2.9612], [-0.2750, -0.0502, 3.2353], [0.8523, -1.9446, 3.0245], [1.8608, -1.2852, 0.7214], [1.4043, 1.4032, 0.1612], [-1.1090, 1.8652, 3.4355], [-1.0759, -0.5821, 3.9548]],
  "forces_ev_per_a": [[-0.9, -0.6, -2.7], [-5.2, 1.8, 2.2], [0.7, -1.7, -1.5], [-0.4, -0.7, 0.2], [1.0, 0.6, -0.3], [0.7, 2.9, 1.1], [0.2, -0.7, -0.3], [2.3, -0.4, -0.6], [-0.8, 1.3, 0.4], [3.1, 0.2, 1.4], [-1.5, -2.5, -1.5], [-1.4, -0.5, 2.1], [1.0, -5.5, 1.1], [-2.1, 4.3, 1.6], [1.5, -1.0, -1.7], [1.1, 0.6, -2.8], [-0.3, -5.0, 1.3], [-0.4, 2.2, -1.8], [-1.2, 3.0, 1.4], [0.6, -0.4, 1.3], [-0.3, 0.8, 0.4], [2.3, 1.3, -1.3]],
  "lowdin_charge": [-0.057, -0.077, -0.181, 0.078, -0.210, -0.112, 0.115, 0.127, 0.123, 0.051, 0.138, -0.068, -0.122, -0.171, 0.071, -0.199, -0.111, 0.138, 0.167, 0.066, 0.093, 0.143]
}


Across the entries above, LUMO takes the values 5.3 0.6 0.5 eV, respectively.
Across the entries above, energy relative to the best compared isomer or geometry (same formula, charge and spin) takes the values 69.1 85.2 105.2 kcal/mol, respectively.